Computed, not measured: a cluster of 7 separate species, C9H32N2O6 in total in a non-equilibrium geometry, with ωB97M-V with the def2-TZVPD basis set.

Last column: Löwdin charge in e.
Atoms and positions in Å:
N: 1.379 -0.680 1.121  0.248
H: 1.735 -1.623 0.884  0.078
H: 0.502 -0.523 0.554  0.070
H: 2.029 0.064 0.855  0.088
H: 1.109 -0.619 2.112  0.063
C: -1.003 1.249 1.683  -0.062
C: -1.205 1.363 0.180  -0.532
C: -0.417 2.624 -0.212  -0.151
C: -0.309 2.827 -1.707  -0.188
C: 0.334 1.597 -2.313  -0.150
C: -0.328 0.236 -1.945  -0.489
N: -0.710 0.208 -0.542  -0.258
O: -1.301 -0.986 -0.091  -0.259
C: 0.737 -0.829 -2.255  -0.032
C: -1.556 0.066 -2.867  -0.021
C: -2.698 1.621 -0.069  -0.041
H: -1.441 0.312 2.045  0.083
H: -1.578 2.029 2.184  0.082
H: 0.046 1.298 1.979  0.057
H: 0.567 2.665 0.269  0.104
H: -0.975 3.472 0.212  0.122
H: 0.242 3.741 -1.946  0.110
H: -1.298 2.997 -2.144  0.106
H: 1.392 1.575 -2.023  0.109
H: 0.329 1.716 -3.400  0.113
H: 1.138 -1.270 -1.344  0.044
H: 1.600 -0.456 -2.810  0.078
H: 0.294 -1.615 -2.874  0.076
H: -2.383 0.681 -2.521  0.065
H: -1.904 -0.970 -2.876  0.079
H: -1.322 0.336 -3.901  0.080
H: -3.260 0.687 -0.136  0.084
H: -2.909 2.128 -1.018  0.065
H: -3.161 2.262 0.687  0.077
O: -0.171 -3.707 3.800  -0.071
H: -0.739 -3.641 3.024  0.039
H: 0.179 -2.813 3.931  -0.024
O: 0.924 -1.081 3.866  -0.043
H: 1.575 -0.936 4.563  0.084
H: 0.097 -0.721 4.218  0.086
O: 1.981 -3.188 0.050  -0.048
H: 1.745 -4.059 0.388  0.071
H: 2.361 -3.346 -0.819  0.062
O: 3.189 1.591 1.494  -0.049
H: 3.937 1.251 1.998  0.053
H: 2.975 2.436 1.904  0.054
O: -0.843 -3.550 -1.217  -0.097
H: -0.650 -2.600 -1.056  -0.023
H: -0.237 -3.818 -1.914  0.010

Values from the calculation:
- energy (Eh) = -922.9655
- HOMO energy (eV) = -5.610
- relative energy (zero: lowest compared OMol25 entry of this formula, charge and spin) (eV) = 0.285
- Kohn-Sham gap (eV) = 5.21
- LUMO energy (eV) = -0.4